[1]
48
Properties=species:S:1:pos:R:3 method="wB97M-V/def2-TZVPD" homo_energy_ev=-6.07 total_charge=0 fmax_ev_per_a=4.9
Cl -5.49 0.80 2.19
C -3.86 0.26 2.28
C -3.59 -1.09 2.49
C -2.30 -1.53 2.54
C -1.21 -0.64 2.39
C 0.09 -1.20 2.45
C 1.39 -0.65 2.40
C 2.48 -1.55 2.33
C 3.77 -1.12 2.28
C 4.05 0.24 2.28
Cl 5.67 0.79 2.14
C 3.00 1.16 2.36
C 1.70 0.73 2.42
C -1.51 0.73 2.15
C -2.81 1.15 2.11
H -4.41 -1.78 2.59
H -2.09 -2.57 2.69
H 0.09 -2.28 2.56
H 2.27 -2.61 2.32
H 4.59 -1.82 2.22
H 3.24 2.21 2.39
H 0.93 1.47 2.55
H -0.74 1.44 1.96
H -3.04 2.19 1.94
C -4.86 -1.73 6.78
C -3.61 -2.59 6.84
O -2.45 -1.81 6.83
C -1.35 -2.62 6.75
C -0.06 -1.96 6.85
C 1.18 -2.67 6.77
C 1.25 -4.04 6.46
C 2.46 -4.69 6.43
C 3.63 -4.01 6.71
C 3.59 -2.65 6.98
C 2.39 -1.99 7.00
C -0.02 -0.63 7.09
N 0.09 0.52 7.30
O -1.45 -3.83 6.61
H -5.76 -2.29 7.06
H -4.76 -0.88 7.46
H -5.01 -1.31 5.78
H -3.57 -3.20 7.76
H -3.54 -3.29 5.98
H 0.34 -4.57 6.27
H 2.49 -5.74 6.17
H 4.57 -4.54 6.71
H 4.50 -2.12 7.19
H 2.36 -0.93 7.19



[2]
14
Properties=species:S:1:pos:R:3 method="wB97M-V/def2-TZVPD" homo_energy_ev="-8.36 / -14.36" multiplicity=3 total_charge=+1 fmax_ev_per_a=5.9 de_lowest_kj_mol=279.7
C 0.78 1.95 0.07
C 0.59 -1.78 -0.14
C 1.22 0.57 0.11
N 0.45 -0.35 -0.34
Br -3.54 -0.37 0.18
H 1.40 2.45 0.69
H -0.23 1.86 0.32
H 0.58 2.36 -0.92
H 1.23 -2.05 0.74
H -0.24 -2.27 0.26
H 0.97 -2.23 -1.07
H 2.06 0.27 0.73
H -4.85 -0.32 0.19
H -0.43 -0.09 -0.83



[3]
77
Properties=species:S:1:pos:R:3 method="wB97M-V/def2-TZVPD" homo_energy_ev="-13.22 / -13.39" multiplicity=3 total_charge=+2 fmax_ev_per_a=0.9 de_lowest_kj_mol=15.4
Au 0.77 0.36 0.51
O -3.10 4.20 -0.29
C -2.51 4.19 -1.50
C -2.78 5.16 -2.45
C -2.11 5.18 -3.66
C -1.18 4.19 -3.96
C -0.91 3.21 -3.04
C -1.55 3.19 -1.79
C -1.12 2.20 -0.82
O -0.02 1.59 -1.01
N -1.91 1.95 0.25
N -1.58 1.06 1.10
C -1.71 1.02 2.39
C -1.43 -0.13 3.15
C -1.43 -0.11 4.55
C -1.04 -1.12 5.40
C -0.27 -2.29 5.11
C 0.40 -2.58 3.98
N 0.24 -1.89 2.77
H -3.73 4.92 -0.23
H -3.51 5.93 -2.22
H -2.32 5.97 -4.37
H -0.68 4.19 -4.92
H -0.19 2.43 -3.25
H -2.01 1.92 2.92
H -1.80 0.81 5.00
H -1.26 -0.97 6.45
H -0.10 -2.96 5.95
H 1.11 -3.40 3.94
N -1.14 -1.45 2.56
P -1.54 -1.97 0.76
C -3.32 -1.55 0.67
C -3.78 -1.36 -0.63
C -5.10 -1.03 -0.86
C -5.97 -0.86 0.21
C -5.52 -1.06 1.51
C -4.20 -1.40 1.74
C -1.63 -3.75 1.19
C -0.79 -4.60 0.48
C -0.78 -5.96 0.75
C -1.61 -6.48 1.73
C -2.49 -5.64 2.40
C -2.51 -4.29 2.13
P 1.54 -0.84 2.24
C 2.81 -1.93 1.60
C 4.11 -1.43 1.61
C 5.08 -2.03 0.81
C 4.74 -3.11 0.01
C 3.45 -3.61 0.01
C 2.47 -3.02 0.79
C 2.17 -0.04 3.72
C 1.97 1.33 3.88
C 2.38 1.96 5.04
C 3.00 1.23 6.04
C 3.22 -0.13 5.88
C 2.82 -0.77 4.72
H -1.68 -2.14 3.09
H -3.09 -1.49 -1.46
H -5.46 -0.89 -1.88
H -7.00 -0.59 0.04
H -6.20 -0.95 2.34
H -3.88 -1.52 2.77
H -0.16 -4.20 -0.31
H -0.12 -6.62 0.19
H -1.60 -7.54 1.94
H -3.19 -6.05 3.12
H -3.24 -3.67 2.64
H 4.36 -0.58 2.23
H 6.08 -1.63 0.81
H 5.49 -3.55 -0.63
H 3.20 -4.46 -0.61
H 1.45 -3.39 0.78
H 1.50 1.89 3.07
H 2.23 3.03 5.15
H 3.31 1.72 6.95
H 3.72 -0.69 6.66
H 3.04 -1.82 4.57



[4]
16
Properties=species:S:1:pos:R:3 method="wB97M-V/def2-TZVPD" homo_energy_ev="-14.59 / -14.58" multiplicity=2 total_charge=+1 fmax_ev_per_a=3.8 de_lowest_kj_mol=132.7
C -0.71 -0.99 0.50
C -0.38 -1.00 -0.98
O 1.05 -0.90 -1.01
C -1.58 0.31 0.66
N -0.95 1.54 0.73
O -2.76 0.27 0.41
H 0.05 -0.94 1.30
H -1.18 -1.92 0.84
H -0.66 -1.91 -1.50
H -0.62 0.00 -1.51
H 1.49 -1.74 -0.73
H -1.51 2.32 1.03
H 0.00 1.65 1.04
H 2.62 1.87 -0.32
H 2.29 0.45 -0.52
O 2.85 1.01 0.05



[5]
34
Properties=species:S:1:pos:R:3 method="wB97M-V/def2-TZVPD" homo_energy_ev=-13.50 smiles="CC/N=C1/CC(Cl)=N[N@@H+](NC(C)(C)C)N1" total_charge=+1 fmax_ev_per_a=7.4 de_lowest_kj_mol=178.5
C -1.18 -0.15 2.42
C 1.17 -0.50 1.77
C 0.20 -0.45 2.94
C 4.62 -0.13 1.45
C -2.12 -0.93 -2.31
C -2.86 1.15 -1.14
C -1.08 1.43 -2.82
C 3.34 -0.60 0.76
C -1.68 0.47 -1.79
N -1.60 -0.37 1.23
N 2.40 -0.40 1.86
N 0.56 -1.16 0.64
N -0.64 0.39 -0.78
N -0.74 -0.80 0.23
Cl -2.43 0.43 3.46
H 0.64 0.20 3.74
H 0.10 -1.49 3.39
H 4.52 -0.12 2.47
H 5.62 -0.53 1.14
H 4.67 1.03 1.19
H -1.24 -1.58 -2.32
H -2.96 -1.21 -1.88
H -2.39 -0.72 -3.41
H -2.55 1.95 -0.59
H -3.40 0.56 -0.35
H -3.59 1.62 -1.68
H -0.37 2.20 -2.50
H -0.51 1.02 -3.70
H -1.84 1.91 -3.46
H 3.34 -1.62 0.62
H 2.94 -0.10 -0.05
H 1.02 -1.19 -0.25
H -0.68 1.18 -0.12
H -1.27 -1.51 -0.16



[6]
66
Properties=species:S:1:pos:R:3 method="wB97M-V/def2-TZVPD" homo_energy_ev=-8.78 smiles=COCCNCCOC.COCCNCCOC.O.O.O.O.O.O total_charge=0 fmax_ev_per_a=2.3 de_lowest_kj_mol=175.2
C -0.60 1.96 -4.81
O -1.05 1.48 -3.54
C -1.63 2.48 -2.73
C -3.12 2.62 -3.07
N -3.71 1.30 -3.14
C -4.16 0.70 -1.85
C -5.24 -0.40 -1.97
O -4.81 -1.77 -2.20
C -3.94 -2.37 -1.20
H -1.43 2.44 -5.32
H -0.30 1.17 -5.49
H 0.23 2.68 -4.80
H -1.14 3.41 -3.01
H -1.53 2.31 -1.66
H -3.17 3.07 -4.07
H -3.58 3.34 -2.39
H -2.89 0.84 -3.51
H -4.57 1.43 -1.14
H -3.30 0.32 -1.30
H -5.96 -0.09 -2.72
H -5.85 -0.48 -1.06
H -3.81 -3.45 -1.28
H -4.40 -2.26 -0.22
H -2.94 -1.95 -1.24
C 5.38 -2.10 -0.59
O 4.80 -1.00 0.01
C 3.34 -0.99 -0.05
C 2.83 0.22 0.72
N 2.90 0.06 2.16
C 2.58 1.23 2.99
C 2.73 0.98 4.48
O 4.05 0.68 4.72
C 4.30 0.36 6.09
H 6.46 -1.95 -0.60
H 5.01 -2.14 -1.61
H 5.14 -3.04 -0.11
H 3.00 -1.89 0.46
H 3.01 -0.89 -1.08
H 1.77 0.30 0.49
H 3.29 1.16 0.43
H 3.80 -0.22 2.51
H 1.56 1.58 2.86
H 3.20 2.05 2.61
H 1.99 0.22 4.69
H 2.43 1.92 4.95
H 5.22 -0.22 6.18
H 3.47 -0.22 6.49
H 4.52 1.14 6.81
O 0.13 -0.62 2.81
H 0.25 -1.51 3.13
H 1.00 -0.34 2.52
O -1.85 1.70 1.46
H -2.73 1.31 1.48
H -1.28 1.02 1.83
O -0.49 -1.18 -0.02
H -0.43 -0.51 -0.69
H 0.19 -0.96 0.61
O -2.41 -2.57 2.02
H -1.96 -2.06 1.35
H -3.27 -2.14 2.11
O 0.58 0.31 -1.84
H 0.04 0.62 -2.57
H 1.24 0.99 -1.72
O -1.17 -3.59 -1.22
H -0.61 -2.85 -0.98
H -1.13 -3.62 -2.18



[7]
41
Properties=species:S:1:pos:R:3 method="wB97M-V/def2-TZVPD" homo_energy_ev="-8.69 / -11.10" multiplicity=5 total_charge=+1 fmax_ev_per_a=1.9 de_lowest_kj_mol=152.0
Pt -0.46 1.49 -1.58
C -3.04 -2.98 -2.00
C -2.94 -2.00 -0.90
C -2.97 -2.36 0.53
O -2.83 -0.72 -1.24
C -0.02 -2.06 -1.32
O 0.08 -2.93 -0.58
O -0.12 -1.18 -2.05
H -4.09 -3.19 -2.23
H -2.58 -3.93 -1.72
H -2.59 -2.59 -2.91
H -3.96 -2.15 0.95
H -2.25 -1.77 1.10
H -2.77 -3.42 0.69
H -2.77 -0.14 -0.46
C -0.99 0.81 3.10
C -1.29 0.99 1.75
N -0.38 0.97 0.80
C 0.92 0.80 1.15
C 1.33 0.64 2.49
C 0.33 0.64 3.48
C 2.71 0.49 2.79
C 3.64 0.46 1.80
C 3.26 0.57 0.43
C 4.18 0.50 -0.62
C 3.73 0.57 -1.92
C 2.38 0.77 -2.15
N 1.49 0.87 -1.18
C 1.90 0.76 0.11
H -1.78 0.82 3.83
H -2.30 1.18 1.44
H 0.59 0.50 4.51
H 3.01 0.38 3.83
H 4.69 0.35 2.03
H 5.23 0.35 -0.40
H 4.41 0.49 -2.75
H 1.99 0.85 -3.16
Se 0.76 3.74 -2.01
Se -0.55 5.40 -1.48
Se -3.21 4.07 -1.92
Se -2.73 1.93 -2.24



[8]
174
Properties=species:S:1:pos:R:3 method="wB97M-V/def2-TZVPD" homo_energy_ev=-7.36 total_charge=0 fmax_ev_per_a=9.3
C -0.42 1.53 -0.12
C -0.67 0.12 0.37
C -1.64 -0.22 1.68
Si -1.45 1.07 3.11
C -0.15 0.29 4.36
C 1.35 0.93 4.22
C 1.99 0.37 2.82
C 3.53 -0.21 2.97
C 4.63 0.76 2.20
C 5.86 -0.12 1.49
C 7.35 0.53 1.75
C 7.75 1.69 0.63
C 9.27 2.31 0.89
C 9.32 3.94 0.65
O -2.91 1.34 4.05
Si -4.26 1.87 3.03
C -5.38 3.20 3.93
C -4.58 4.58 4.32
N -4.23 5.30 3.00
C -5.43 6.05 2.46
C -5.56 5.82 0.82
C -3.04 6.20 3.28
C -1.50 5.92 2.70
O -3.18 7.30 4.07
O -5.24 0.45 2.69
C -6.66 0.78 2.51
C -7.45 -0.62 2.04
C -6.41 -1.67 1.34
C -8.82 -0.29 1.22
C -8.80 -0.57 -0.39
C -8.37 0.77 -1.29
C -10.40 -0.84 -0.81
H 0.67 1.96 0.03
H -1.28 2.16 -0.64
H -0.16 -0.82 -0.16
H -1.27 -1.27 2.11
H -2.73 -0.31 1.26
H -0.82 2.28 2.59
H -0.13 -0.87 4.15
H -0.57 0.45 5.44
H 2.02 0.53 5.09
H 1.27 2.10 4.29
H 2.02 1.28 2.06
H 1.28 -0.44 2.31
H 3.87 -0.27 4.11
H 3.53 -1.32 2.57
H 4.13 1.42 1.35
H 5.09 1.48 3.02
H 5.72 -0.20 0.32
H 5.82 -1.19 1.97
H 8.13 -0.36 1.63
H 7.42 1.01 2.82
H 7.00 2.60 0.69
H 7.79 1.20 -0.45
H 10.03 1.83 0.12
H 9.58 2.13 2.02
H 10.43 4.29 0.35
H 9.08 4.50 1.66
H 8.62 4.27 -0.23
H -3.81 2.47 1.75
H -6.26 3.46 3.19
H -5.91 2.70 4.88
H -5.25 5.35 4.93
H -3.61 4.35 4.96
H -5.44 7.21 2.76
H -6.44 5.62 2.92
H -4.78 6.51 0.27
H -5.39 4.67 0.60
H -6.63 6.16 0.44
H -1.23 4.78 2.72
H -0.78 6.46 3.48
H -1.32 6.43 1.66
H -6.86 1.68 1.77
H -7.09 1.03 3.60
H -7.78 -1.13 3.06
H -5.88 -1.29 0.37
H -7.05 -2.65 1.07
H -5.55 -2.07 2.06
H -9.03 0.87 1.36
H -9.77 -0.83 1.70
H -8.25 -1.54 -0.74
H -7.21 0.92 -1.34
H -8.95 1.72 -0.87
H -8.83 0.60 -2.38
H -11.10 -0.13 -0.19
H -10.62 -1.95 -0.46
H -10.55 -0.80 -1.97
O -6.55 -6.09 -1.35
P -7.27 -5.45 -2.56
N -8.83 -5.80 -1.90
C -10.05 -6.11 -2.64
C -9.19 -4.97 -0.74
N -6.82 -6.78 -3.58
C -7.75 -7.67 -4.26
C -5.67 -7.60 -3.14
N -8.10 -4.70 -3.95
C -7.22 -4.55 -5.15
C -8.53 -3.31 -3.67
H -10.47 -5.26 -3.19
H -10.84 -6.46 -1.96
H -9.93 -6.93 -3.34
H -9.41 -3.94 -1.01
H -8.38 -4.95 -0.01
H -10.07 -5.36 -0.21
H -8.26 -8.34 -3.55
H -7.23 -8.30 -4.99
H -8.49 -7.12 -4.85
H -5.97 -8.30 -2.34
H -4.85 -6.98 -2.79
H -5.26 -8.20 -3.96
H -6.31 -3.99 -4.90
H -7.75 -4.03 -5.96
H -6.91 -5.50 -5.59
H -7.69 -2.71 -3.30
H -9.33 -3.26 -2.94
H -8.93 -2.83 -4.57
O 12.00 5.41 -1.71
P 11.64 6.51 -2.74
N 11.04 5.34 -3.87
C 11.09 5.42 -5.33
C 9.76 4.73 -3.48
N 13.32 6.78 -3.10
C 13.94 6.59 -4.40
C 14.30 6.33 -2.09
N 11.22 7.77 -3.92
C 11.91 9.07 -3.67
C 9.79 8.14 -3.87
H 10.42 6.19 -5.75
H 10.80 4.47 -5.78
H 12.09 5.60 -5.71
H 8.93 5.42 -3.57
H 9.79 4.39 -2.44
H 9.53 3.85 -4.09
H 14.01 5.53 -4.67
H 14.95 7.00 -4.42
H 13.41 7.13 -5.19
H 14.45 5.24 -2.13
H 13.99 6.60 -1.08
H 15.28 6.80 -2.23
H 11.72 9.42 -2.65
H 11.58 9.84 -4.38
H 12.99 9.02 -3.81
H 9.48 8.40 -2.84
H 9.14 7.35 -4.23
H 9.57 9.00 -4.52
O -0.05 -3.93 0.70
P 0.01 -5.33 1.36
N 1.50 -4.95 2.15
C 2.60 -5.88 2.46
C 1.37 -4.00 3.26
N 0.40 -6.07 -0.17
C 1.63 -6.79 -0.46
C 0.04 -5.31 -1.39
N 0.09 -6.94 2.12
C -0.78 -7.95 1.45
C -0.40 -6.93 3.51
H 2.35 -6.60 3.25
H 3.48 -5.33 2.80
H 2.95 -6.43 1.59
H 0.89 -4.44 4.13
H 0.77 -3.13 2.96
H 2.34 -3.61 3.59
H 2.49 -6.12 -0.52
H 1.55 -7.32 -1.42
H 1.82 -7.59 0.27
H 0.76 -4.50 -1.58
H -0.96 -4.88 -1.31
H 0.03 -5.95 -2.28
H -1.82 -7.60 1.42
H -0.75 -8.91 1.99
H -0.47 -8.20 0.44
H -1.40 -6.48 3.57
H 0.26 -6.39 4.18
H -0.46 -7.95 3.92